Formula: C14H10F3IO12S
Source: OMol25
Level of theory: the ωB97M-V functional and the def2-TZVPD basis

```
41
C14H10F3IO12S the ωB97M-V functional and the def2-TZVPD basis
I -1.5981 -2.1197 -2.9571
S -1.9806 -2.2954 0.0207
F 1.6486 -1.8700 0.4029
F 2.4501 -3.8837 0.5562
F 2.4995 -2.5640 2.2825
O 1.8740 -0.6604 -2.6046
O -1.6621 -1.2364 0.9429
O -4.3974 0.7336 0.6690
O -1.5321 -3.6997 0.7900
O -3.8207 3.1588 5.3260
O 6.1658 2.3702 -4.1695
O 0.5713 -3.3726 1.6737
O 4.3483 1.6001 -5.8895
O -6.4617 2.0273 1.6092
O 3.6703 0.1791 -0.8484
O -0.7996 -2.1996 -1.1256
O -1.7257 1.9219 4.3515
C 2.8845 0.0798 -3.0449
C 5.0193 1.3117 -2.4145
C -5.3547 2.0419 2.3408
C -2.8390 1.8919 3.6304
C 3.8768 0.5172 -1.9957
C -3.9996 2.6292 4.2450
C -5.2562 2.6704 3.5191
C -2.9379 1.2609 2.4523
C 5.1543 1.6489 -3.7032
C 4.1518 1.2325 -4.7458
C -0.2033 -4.1422 0.7600
C 1.7707 -2.9336 1.2315
C 3.0220 0.4224 -4.3339
C -4.1990 1.2846 1.7373
H 2.3167 0.1171 -5.0937
H 6.0092 2.4661 -5.1282
H -6.2488 1.4994 0.8157
H -1.9359 2.4395 5.1516
H 0.2095 -4.1382 -0.2470
H 1.9933 -0.7698 -1.6414
H 5.7320 1.6077 -1.6581
H -6.0793 3.2140 3.9605
H -2.1139 0.7263 2.0048
H -0.2227 -5.1670 1.1273
```

**E_HOMO**: -9.48 eV
**Frontier orbital gap**: 0.2857 Eh
**Charge**: 0

***

Formula: C6H2BrF4O4P
Source: OMol25
Level of theory: the ωB97M-V functional and the def2-TZVPD basis

```
18
C6H2BrF4O4P the ωB97M-V functional and the def2-TZVPD basis
Br 2.0679 -2.2576 -2.0098
P 1.9137 -1.5132 0.1416
F -2.1494 -1.2673 -1.5068
F -2.0833 0.4378 1.8088
F -3.4580 0.4636 -0.5711
F -0.9728 -1.5255 1.4018
O 0.8737 2.6438 -0.7100
O 3.4737 -1.3564 0.8244
O -1.3423 2.9132 0.0229
O 3.0728 1.6096 -0.7508
C -0.3664 2.1494 -0.1592
C 1.8374 1.5864 -0.5531
C -1.4510 -0.3316 0.7577
C -0.2622 0.5738 0.2070
C -2.6061 -0.6673 -0.2994
C 1.1114 0.2241 -0.0581
H 3.6428 -2.2387 1.2512
H -3.3018 -1.4442 0.2030
```

**E_HOMO**: -9.77 eV
**Frontier orbital gap**: 0.2804 Eh
**SMILES**: O=C1OC(=O)C(C(F)(F)C(F)F)=C1P(O)Br
**Charge**: 0
**Relative energy (zero: lowest compared OMol25 entry of this formula, charge and spin)**: 57.6 kcal/mol

***

Formula: C26H30N5NiO2S3
Source: OMol25
Level of theory: the ωB97M-V functional and the def2-TZVPD basis

```
67
C26H30N5NiO2S3 the ωB97M-V functional and the def2-TZVPD basis
Ni 0.0211 -0.1322 0.2165
S -0.9073 -0.0089 -2.6912
S 3.2028 -3.1851 1.7373
S -1.6140 -1.3696 1.2687
O -1.3188 0.5354 -1.3242
O 0.1401 1.2561 1.5408
N -1.7321 0.8860 2.9040
N 1.5879 -1.4984 0.7718
N -3.3930 -0.6187 3.0510
N 3.8570 0.6503 -1.1446
N 1.6745 0.6342 -0.7700
C 1.0883 4.6994 3.5611
C 0.7756 3.5389 2.8725
C 0.3058 5.1027 4.6341
C -2.6066 -1.2233 -4.3615
C -1.1054 3.1833 4.3288
C -5.0702 -1.5926 1.4867
C -2.3788 -2.2248 -3.2323
C 3.9540 2.7812 -2.5273
C 3.3465 1.7736 -1.7859
C 3.1218 3.7756 -2.9991
C -3.9925 0.2526 4.0751
C 1.9737 1.7530 -1.5340
C -0.3229 2.7718 3.2528
C -2.3754 0.1469 -3.7356
C 2.8152 0.0245 -0.5549
C 1.6441 -2.5362 1.5547
C 3.8410 -1.9633 0.7247
C -1.0521 -1.8254 -2.5881
C -2.2400 -0.2678 2.4625
C -0.6502 1.5261 2.4909
C -0.7917 4.3436 5.0169
C 1.1443 2.7701 -2.0037
C -4.1457 -1.8173 2.6742
C -4.7229 1.4536 3.4968
C 2.8324 -1.1634 0.2931
C 1.7405 3.7729 -2.7379
H 5.0181 2.7927 -2.7186
H -4.5102 -1.2122 0.6326
H 0.5513 6.0098 5.1707
H 4.8941 -1.9062 0.5057
H 1.9419 5.2928 3.2608
H -3.1712 0.4164 -3.0383
H -1.4028 4.6588 5.8521
H -1.9594 2.5867 4.6148
H -5.5386 -2.5340 1.1972
H 0.0866 2.7674 -1.7771
H -5.5476 1.1514 2.8519
H -3.1793 -2.1466 -2.4945
H 1.3760 3.2180 2.0326
H -3.4429 -2.6217 2.4685
H -5.1368 2.0570 4.3058
H -4.0391 2.0760 2.9218
H -4.6764 -0.3735 4.6468
H -2.2245 0.9581 -4.4442
H -3.6054 -1.2832 -4.7919
H 4.8227 0.3758 -1.0946
H -5.8624 -0.8847 1.7274
H -3.2001 0.5771 4.7456
H 1.1376 4.5865 -3.1175
H -4.7197 -2.1136 3.5513
H -0.1878 -2.2421 -3.1060
H 3.5447 4.5851 -3.5780
H -2.3494 -3.2546 -3.5852
H -0.9921 -2.0783 -1.5282
H -1.8937 -1.3983 -5.1710
H 0.7645 -2.9332 2.0414
```

**E_HOMO (spin up / spin down)**: -10.87 / -10.86 eV
**Frontier orbital gap (spin up / spin down)**: 0.3002 / 0.2984 Eh
**2S+1**: 3
**Charge**: +1
**Relative energy (zero: lowest compared OMol25 entry of this formula, charge and spin)**: 6.3 kcal/mol

***

Formula: C37H54EuNP3SSi
Source: OMol25
Level of theory: the ωB97M-V functional and the def2-TZVPD basis

```
98
C37H54EuNP3SSi the ωB97M-V functional and the def2-TZVPD basis
Eu -0.7493 1.3520 0.5045
S -2.7689 5.4660 2.6745
P -0.5140 -0.8542 2.8144
P 1.5092 1.9476 -1.3126
P -2.0286 0.0672 -1.8036
Si 0.6739 -0.9349 -0.1000
N -1.5443 3.2432 1.4971
C 2.8264 -1.8510 -3.6273
C 1.5821 -1.9097 1.2565
C -2.3647 1.3236 -4.3099
C -2.0609 4.1843 1.9885
C 3.4199 -3.2472 2.1426
C 4.3595 2.1036 -0.9471
C -1.5752 -1.8866 3.9189
C 0.0925 4.1123 -2.2497
C 1.7648 -0.8314 -1.6771
C -1.2399 1.3169 4.3688
C -3.7573 0.4623 -1.2240
C 2.8691 -3.1803 3.4146
C -3.9796 1.9825 -1.2152
C 2.1605 -1.9589 -2.4169
C -3.9838 -0.0714 0.1940
C -1.8323 -3.2133 3.1950
C 2.7365 0.5394 -3.4359
C -0.8422 -0.6721 -4.1848
C 2.4684 4.0799 -3.0442
C 2.7790 -2.6200 1.0806
C -1.8347 -1.7168 -1.3723
C 2.0613 0.4356 -2.2118
C 3.0080 2.4838 -0.3482
C 3.1154 -0.5916 -4.1417
C -2.7316 -3.9692 -1.4506
C 1.1416 0.5402 4.7843
C 1.6907 -2.4727 3.6161
C -2.8258 -2.6235 -1.7655
C 2.8924 1.9403 1.0805
C 1.0455 -1.8222 2.5598
C -2.1286 -0.0372 -3.6495
C -0.6365 -3.5344 -0.3531
C 1.2674 3.2156 -2.6572
C -0.6990 -2.1631 -0.6661
C 0.0055 0.6557 3.7727
C -1.6286 -4.4253 -0.7362
C -1.2138 -2.1230 5.3850
H 2.9585 1.5137 -3.8551
H -4.9667 0.2360 0.5594
H 1.9801 2.2852 1.5704
H -5.0074 2.2099 -0.9223
H 0.8636 -0.0762 5.6429
H 3.3017 3.5000 -3.4387
H -1.5447 -5.4769 -0.4803
H -2.0938 -2.5130 5.9062
H -3.3573 1.7234 -4.1067
H -2.6211 -3.7748 3.7036
H 4.3433 -3.7918 1.9777
H 2.8359 4.6578 -2.1929
H 4.4952 2.4857 -1.9582
H 2.9293 3.5734 -0.2969
H -3.9084 -1.1551 0.2517
H -1.5865 0.7656 5.2469
H -2.0641 1.3718 3.6561
H -0.1043 4.8667 -3.0175
H -4.4717 -0.0072 -1.9054
H 0.9636 2.6282 -3.5271
H 0.2167 -3.9079 0.2079
H -3.5135 -4.6567 -1.7553
H 1.9118 -2.9494 -2.0426
H -0.4248 -2.8697 5.4932
H 2.0400 0.1147 4.3395
H -0.9052 -1.2162 5.9030
H 2.8932 0.8470 1.0936
H 0.3740 1.3196 2.9866
H -2.1371 -3.0613 2.1569
H -2.5124 -1.3227 3.8985
H 4.4720 1.0172 -0.9828
H -1.6240 2.0585 -3.9754
H -3.6974 -2.2743 -2.3128
H -3.3355 2.4804 -0.4864
H 1.2926 -2.4038 4.6206
H 1.3914 1.5369 5.1629
H -0.9292 -3.8292 3.1881
H 2.1730 4.7971 -3.8160
H -0.9056 -0.7693 -5.2731
H 3.6297 -0.4919 -5.0920
H 3.2176 -2.6836 0.0887
H -0.8212 3.5374 -2.1039
H -1.0202 2.3410 4.6777
H 0.2982 4.6379 -1.3136
H -3.7984 2.4482 -2.1800
H 0.0286 -0.0519 -3.9535
H -2.9720 -0.6957 -3.8761
H -2.2682 1.2277 -5.3956
H 3.1117 -2.7420 -4.1760
H -3.2569 0.3352 0.9029
H 3.3583 -3.6654 4.2509
H 5.1675 2.5056 -0.3261
H -0.6629 -1.6622 -3.7626
H 3.7331 2.2845 1.6907
```

**E_HOMO (spin up / spin down)**: -6.22 / -6.33 eV
**Frontier orbital gap (spin up / spin down)**: 0.2467 / 0.2513 Eh
**2S+1**: 8
**Charge**: 0

***

Formula: C5H11O2PSi
Source: OMol25
Level of theory: the ωB97M-V functional and the def2-TZVPD basis

```
20
C5H11O2PSi the ωB97M-V functional and the def2-TZVPD basis
P -0.2235 2.9154 2.2974
Si 2.3183 -1.3684 -2.0872
O -1.1006 -0.5308 0.9622
O -0.3177 1.4965 1.5844
C -0.2876 0.5620 0.7959
C -0.1157 0.0570 -1.6651
C 0.8343 -0.8906 -0.9949
C -2.2123 -0.2684 1.9598
C 0.6109 0.4168 -0.3722
H 3.0598 -0.2590 -2.7249
H 0.3289 -1.7729 -0.5289
H 1.4159 1.0655 -0.4099
H -1.1943 0.0037 -1.5636
H -3.0497 -0.8863 1.7340
H -1.8554 -0.4060 3.0315
H 1.9651 -2.0790 -3.3433
H -1.4011 2.6179 3.1335
H 3.3955 -2.2487 -1.3737
H 0.2011 0.7287 -2.3952
H -2.3716 0.8467 1.9603
```

**E_HOMO (spin up / spin down)**: -6.45 / -6.45 eV
**Frontier orbital gap (spin up / spin down)**: 0.2568 / 0.2568 Eh
**Charge**: 0
**Relative energy (zero: lowest compared OMol25 entry of this formula, charge and spin)**: 27.8 kcal/mol

***

Formula: C2H3F3O2S2
Source: OMol25
Level of theory: the ωB97M-V functional and the def2-TZVPD basis

```
12
C2H3F3O2S2 the ωB97M-V functional and the def2-TZVPD basis
S 1.0183 -0.3646 -0.4188
S 1.5437 1.9280 -1.6315
F -0.3554 -2.4968 -1.4375
F -1.3412 -0.5851 -1.6741
F -1.3723 -1.5801 0.2430
O 2.0185 -1.3645 -0.2800
O 0.6031 0.0753 1.0578
C -0.6343 -1.3535 -0.8391
C -0.2182 1.2167 1.2063
H 0.1357 2.0214 0.5564
H -1.2575 0.9806 0.9704
H -0.1405 1.5226 2.2471
```

**E_HOMO (spin up / spin down)**: -9.57 / -9.60 eV
**Frontier orbital gap (spin up / spin down)**: 0.2648 / 0.2665 Eh
**Charge**: 0
**Relative energy (zero: lowest compared OMol25 entry of this formula, charge and spin)**: 57.6 kcal/mol